1.
A structure of composition C3H3GaO2 at a distorted geometry. Source: the OMol25 dataset; level of theory: ωB97M-V with the def2-TZVPD basis set.

Properties
- HOMO-LUMO gap (alpha / beta) (eV) = 5.44 / 8.81
- energy (eV) = -59586.549
- spin multiplicity = 2
- strongest force on any atom (eV Å⁻¹) = 3.31
- relative energy (zero: lowest compared OMol25 entry of this formula, charge and spin) (eV) = 0.399
- total charge = +3

Each line ends with the Löwdin spin population.
Cartesian coordinates (Å):
O (-1.292, 0.379, -0.185)  0.1093
O (1.351, 1.048, 2.501)  0.0055
C (-0.624, 0.009, -1.188)  0.2170
C (0.637, -0.619, -1.001)  0.3078
C (0.240, 0.834, 2.493)  0.0728
H (-0.997, 0.216, -2.200)  0.0013
H (0.763, -1.286, -0.147)  0.0130
H (1.367, -0.602, -1.810)  0.0124
Ga (-1.446, 0.023, 1.537)  0.2608

Atomic forces in eV per Å
O -0.87 0.68 -0.29
O -3.25 -0.39 0.46
C 0.54 0.01 -0.97
C 0.09 -1.04 -0.76
C 3.22 0.47 -0.08
H -0.34 0.10 -0.04
H 0.46 -0.04 0.01
H 0.44 0.13 0.02
Ga -0.28 0.08 1.66

=====

2.
A structure of composition C3H3GdO3 at a distorted geometry. Source: the OMol25 dataset; level of theory: ωB97M-V with the def2-TZVPD basis set.

Properties
- HOMO-LUMO gap (alpha / beta) (eV) = 4.94 / 4.26
- energy (eV) = -30126.512
- spin multiplicity = 9
- strongest force on any atom (eV Å⁻¹) = 2.99
- relative energy (zero: lowest compared OMol25 entry of this formula, charge and spin) (eV) = 2.045
- total charge = +1

Each line ends with the Löwdin spin population.
Cartesian coordinates (Å):
C (-0.494, -0.695, -0.050)  0.0188
C (-2.639, 0.182, 0.195)  0.0000
O (-1.679, -1.161, -0.064)  0.0007
O (-0.422, 0.642, 0.057)  0.0591
C (-1.760, 1.277, -0.188)  -0.0018
H (-3.537, 0.062, -0.418)  0.0001
H (-2.823, 0.051, 1.270)  0.0000
H (-1.758, 1.419, -1.281)  -0.0004
O (0.590, -1.295, -0.033)  0.0564
Gd (2.208, 0.505, 0.025)  7.8673

Atomic forces in eV per Å
C -2.90 0.48 0.58
C 0.20 1.02 0.27
O 1.37 -0.31 -0.29
O 1.74 0.32 0.23
C -0.75 -0.21 -0.77
H 0.22 0.02 0.26
H 0.13 -0.31 -0.38
H 0.01 -0.02 0.30
O 2.41 0.07 -0.21
Gd -2.44 -1.07 0.01

=====

3.
A structure of composition C3H3HgMgO2 at a distorted geometry. Source: the OMol25 dataset; level of theory: ωB97M-V with the def2-TZVPD basis set.

Properties
- HOMO-LUMO gap (alpha / beta) (eV) = 7.64 / 6.56
- energy (eV) = -16869.607
- spin multiplicity = 2
- strongest force on any atom (eV Å⁻¹) = 1.11

Each line ends with the Löwdin spin population.
Cartesian coordinates (Å):
O (-2.813, 1.790, 0.021)  0.8770
Hg (-5.333, 2.148, -0.605)  0.0976
C (0.549, 0.385, 0.377)  0.0021
C (0.578, -0.964, 0.574)  0.0025
O (1.642, 0.376, -0.552)  0.0006
C (1.805, -1.040, -0.291)  0.0004
H (0.068, -1.660, 1.237)  0.0001
H (1.739, -1.628, -1.220)  0.0002
H (2.768, -1.248, 0.202)  0.0000
Mg (-1.004, 1.842, 0.257)  0.0195

Atomic forces in eV per Å
O -0.49 -0.06 0.03
Hg 0.02 0.14 -0.02
C -0.31 -0.62 -0.83
C 0.14 0.54 0.79
O 0.09 0.44 0.36
C -0.03 -0.31 -0.30
H 0.09 0.25 -0.31
H -0.03 0.20 0.25
H -0.34 0.10 -0.07
Mg 0.87 -0.69 0.10

=====

4.
A structure of composition C3H3HgO3 at a distorted geometry. Source: the OMol25 dataset; level of theory: ωB97M-V with the def2-TZVPD basis set.

Properties
- HOMO-LUMO gap (alpha / beta) (eV) = 8.16 / 5.54
- energy (eV) = -13471.910
- spin multiplicity = 2
- strongest force on any atom (eV Å⁻¹) = 7.03
- relative energy (zero: lowest compared OMol25 entry of this formula, charge and spin) (eV) = 3.037

Each line ends with the Löwdin spin population.
Cartesian coordinates (Å):
O (2.596, -0.483, -0.972)  0.0111
O (-1.401, 0.033, -0.634)  0.2989
C (-0.569, 0.260, 0.258)  0.4883
O (0.359, 1.190, -0.047)  0.1431
C (1.430, 0.722, 0.771)  0.0319
H (1.709, 1.506, 1.490)  0.0017
C (2.641, 0.237, 0.022)  0.0010
H (1.539, -0.326, 1.330)  0.0096
H (3.549, 0.844, 0.246)  -0.0001
Hg (-2.897, -1.101, 0.762)  0.0143

Atomic forces in eV per Å
O -0.04 0.81 2.29
O 3.11 0.84 2.63
C -3.17 1.01 -6.20
O 0.33 -2.56 2.29
C 3.42 -0.84 1.71
H -0.10 -0.35 -0.24
C 0.36 1.64 -4.01
H -2.31 1.74 -0.25
H 0.25 -0.95 0.43
Hg -1.87 -1.33 1.34

=====

5.
A structure of composition C3H3I3 at a distorted geometry. Source: the OMol25 dataset; level of theory: ωB97M-V with the def2-TZVPD basis set.

Properties
- HOMO-LUMO gap (eV) = 8.10
- energy (eV) = -27459.410
- strongest force on any atom (eV Å⁻¹) = 7.50
- relative energy (zero: lowest compared OMol25 entry of this formula, charge and spin) (eV) = 1.231

Each line ends with the Mulliken charge.
Cartesian coordinates (Å):
C (-0.144, 0.272, -0.403)  0.2651
C (-0.356, 0.911, 0.972)  -0.3785
C (0.370, -1.067, -0.543)  -1.3201
I (-1.081, 1.224, -2.019)  0.1041
I (-0.934, 2.882, 1.179)  0.1361
I (0.656, -0.027, 2.540)  0.0808
H (0.549, -1.317, -1.678)  0.3269
H (-0.306, -1.707, -0.035)  0.3856
H (1.247, -1.171, -0.014)  0.4001

Atomic forces in eV per Å
C -2.25 4.47 5.59
C 1.69 -2.43 -5.70
C -0.33 -0.51 -3.67
I 0.32 -0.33 0.13
I -0.10 -0.12 0.25
I -0.30 0.18 0.09
H -0.50 0.14 2.39
H -0.88 -1.19 -0.03
H 2.34 -0.19 0.96

=====

6.
An isolated molecule of C3H3IN2OS at a distorted geometry. Source: the OMol25 dataset; level of theory: ωB97M-V with the def2-TZVPD basis set.

Properties
- HOMO-LUMO gap (alpha / beta) (eV) = 7.24 / 7.50
- energy (eV) = -27118.470
- strongest force on any atom (eV Å⁻¹) = 3.20
- relative energy (zero: lowest compared OMol25 entry of this formula, charge and spin) (eV) = 3.548

Each line ends with the Mulliken charge.
Cartesian coordinates (Å):
C (0.909, 1.431, -0.497)  0.2213
C (1.879, 0.668, -0.081)  -0.6092
C (-0.850, -0.098, -0.175)  0.6692
N (-0.391, 1.098, -0.250)  -0.5963
N (-2.094, -0.479, 0.245)  -0.4677
O (0.011, -2.490, 0.503)  -0.4713
S (0.211, -1.492, -0.528)  0.2632
I (3.867, 0.403, 0.113)  0.2062
H (1.052, 2.597, -0.611)  0.2922
H (-2.443, -0.174, 1.083)  0.2386
H (-2.153, -1.463, 0.197)  0.2537

Atomic forces in eV per Å
C 0.50 3.05 0.86
C 0.87 -1.85 -0.15
C 1.04 1.10 0.30
N -2.98 -0.46 -0.21
N 1.04 -0.33 -2.33
O -0.64 -1.46 1.50
S 1.76 1.74 -1.84
I -0.20 0.25 -0.17
H -0.06 -2.36 -0.28
H -0.91 1.52 2.26
H -0.42 -1.20 0.07

=====

7.
A structure of composition C3H3IS at a distorted geometry. Source: the OMol25 dataset; level of theory: ωB97M-V with the def2-TZVPD basis set.

Properties
- HOMO-LUMO gap (eV) = 7.70
- energy (eV) = -22090.180
- strongest force on any atom (eV Å⁻¹) = 5.62
- relative energy (zero: lowest compared OMol25 entry of this formula, charge and spin) (eV) = 2.771

Each line ends with the Mulliken charge.
Cartesian coordinates (Å):
C (1.290, -0.172, -0.578)  -0.1131
C (2.482, -0.192, -0.391)  -0.2950
C (-1.710, 0.106, 0.223)  -0.7509
S (-0.384, 1.282, 0.170)  0.0447
I (4.344, -0.993, -0.282)  0.2034
H (-1.777, -0.651, 0.961)  0.3445
H (-1.906, -0.203, -0.804)  0.2807
H (-2.339, 0.824, 0.700)  0.2858

Atomic forces in eV per Å
C -4.30 3.33 1.41
C 2.40 -1.15 0.02
C 0.51 0.91 -0.78
S 3.53 -3.15 -1.18
I -0.62 0.48 -0.03
H 0.99 -1.16 0.49
H -0.69 0.01 0.48
H -1.80 0.73 -0.41

=====

8.
A structure of composition C3H3KLiO3 at a distorted geometry. Source: the OMol25 dataset; level of theory: ωB97M-V with the def2-TZVPD basis set.

Properties
- HOMO-LUMO gap (alpha / beta) (eV) = 9.18 / 9.77
- energy (eV) = -25814.445
- spin multiplicity = 2
- strongest force on any atom (eV Å⁻¹) = 2.22
- relative energy (zero: lowest compared OMol25 entry of this formula, charge and spin) (eV) = 0.720
- total charge = +2

Each line ends with the Löwdin spin population.
Cartesian coordinates (Å):
H (-1.487, -2.641, 1.758)  0.4210
C (-0.567, -2.997, 3.386)  0.3701
C (-0.127, -4.404, 3.570)  0.0514
O (1.304, -4.331, 3.483)  0.0105
C (1.668, -3.087, 3.438)  0.0109
O (0.540, -2.276, 3.418)  0.0951
O (2.773, -2.631, 3.488)  0.0052
Li (4.579, -3.133, 3.645)  0.0001
H (-0.528, -5.042, 2.767)  0.0069
H (-0.410, -4.852, 4.535)  0.0105
K (-3.370, -1.529, 4.533)  0.0182

Atomic forces in eV per Å
H 1.06 -0.44 1.90
C -1.61 0.41 -1.20
C -0.67 -0.60 -0.69
O 0.55 -0.48 -0.01
C -0.58 0.25 0.57
O 0.53 0.50 -0.40
O 0.44 -0.18 -0.18
Li -0.03 0.14 -0.05
H 0.30 0.08 0.27
H 0.09 0.26 -0.16
K -0.09 0.08 -0.05

=====

9.
A structure of composition C3H3KO3 at a distorted geometry. Source: the OMol25 dataset; level of theory: ωB97M-V with the def2-TZVPD basis set.

Properties
- HOMO-LUMO gap (alpha / beta) (eV) = 5.85 / 5.67
- energy (eV) = -25619.223
- strongest force on any atom (eV Å⁻¹) = 2.17
- relative energy (zero: lowest compared OMol25 entry of this formula, charge and spin) (eV) = 7.811

Each line ends with the Mulliken charge.
Cartesian coordinates (Å):
H (-2.897, -1.010, -0.107)  0.0154
O (-1.773, -0.147, -0.445)  -0.5995
C (-1.344, 1.016, -0.083)  0.2548
C (0.005, 1.387, 0.020)  -0.7443
O (0.780, 0.385, 0.508)  0.1335
C (2.135, 0.486, 0.391)  -0.2783
O (2.504, -0.714, 0.061)  -0.3025
K (-0.795, -2.419, -0.589)  0.7743
H (-2.086, 1.790, 0.180)  0.3103
H (3.470, -0.774, 0.063)  0.4365

Atomic forces in eV per Å
H 0.00 0.26 0.40
O 0.11 -0.93 -0.87
C 0.44 1.13 1.02
C -1.43 0.88 0.43
O 1.48 -1.50 -0.54
C -1.13 1.35 0.12
O 0.32 -1.57 0.03
K 0.16 0.22 0.08
H 0.19 -0.13 -0.65
H -0.14 0.30 -0.02

=====

10.
A structure of composition C3H3LiLuO3 at a distorted geometry. Source: the OMol25 dataset; level of theory: ωB97M-V with the def2-TZVPD basis set.

Properties
- HOMO-LUMO gap (alpha / beta) (eV) = 3.78 / 6.67
- energy (eV) = -43073.134
- spin multiplicity = 2
- strongest force on any atom (eV Å⁻¹) = 7.63
- relative energy (zero: lowest compared OMol25 entry of this formula, charge and spin) (eV) = 0.000
- total charge = +4

Each line ends with the Löwdin spin population.
Cartesian coordinates (Å):
O (-0.152, 0.878, -0.709)  0.0397
C (-0.823, 0.444, 0.236)  0.0309
C (1.436, -0.913, -0.718)  0.4336
O (-1.482, 1.070, 1.065)  0.0109
O (-0.513, -0.881, 0.622)  0.0878
C (0.672, -1.385, 0.393)  0.3193
Li (-0.339, 2.477, -1.758)  0.0007
H (2.475, -0.639, -0.522)  0.0247
H (1.090, -1.082, -1.740)  0.0153
H (1.139, -1.821, 1.278)  0.0226
Lu (-3.505, 1.851, 1.853)  0.0146

Atomic forces in eV per Å
O -2.06 0.33 0.94
C 5.78 -2.84 -3.40
C -0.11 -1.66 0.54
O -6.34 2.80 3.19
O -2.42 0.73 0.99
C 1.96 2.11 -0.80
Li 0.65 0.29 -0.76
H 0.14 -0.22 -0.19
H 0.00 0.43 0.05
H -0.17 -0.74 -0.14
Lu 2.59 -1.24 -0.41

=====

11.
A structure of composition C3H3LiNaO3 at a distorted geometry. Source: the OMol25 dataset; level of theory: ωB97M-V with the def2-TZVPD basis set.

Properties
- HOMO-LUMO gap (alpha / beta) (eV) = 3.60 / 1.80
- energy (eV) = -13920.721
- strongest force on any atom (eV Å⁻¹) = 4.51
- total charge = -1

Each line ends with the Mulliken charge.
Cartesian coordinates (Å):
H (-1.175, -0.155, 0.738)  0.1601
C (0.509, -1.460, -0.089)  -0.5190
C (-0.168, -0.131, 0.070)  -0.0400
O (-0.536, 0.413, -1.218)  -0.2755
C (-0.588, 1.728, -1.433)  -0.0556
O (-0.281, 2.489, -0.476)  -0.7198
O (0.791, -2.001, 1.179)  -0.7745
H (-0.245, -2.112, -0.603)  0.0764
H (0.450, 0.588, 0.631)  0.2107
Li (-0.674, 3.684, -1.853)  0.8568
Na (1.917, -3.044, 3.056)  0.0803

Atomic forces in eV per Å
H 1.89 -0.33 -1.45
C -1.72 -1.84 3.75
C -1.05 1.25 1.84
O -0.17 0.29 -0.60
C 0.04 -0.18 0.00
O -0.07 0.80 -0.05
O 0.39 0.95 -2.37
H 0.98 -0.08 -0.49
H -0.01 -0.27 -0.38
Li 0.13 -0.99 0.46
Na -0.40 0.39 -0.70

=====

12.
A structure of composition C3H3LiO at a distorted geometry. Source: the OMol25 dataset; level of theory: ωB97M-V with the def2-TZVPD basis set.

Properties
- HOMO-LUMO gap (alpha / beta) (eV) = 6.14 / 6.08
- energy (eV) = -5407.046
- spin multiplicity = 2
- strongest force on any atom (eV Å⁻¹) = 3.22
- relative energy (zero: lowest compared OMol25 entry of this formula, charge and spin) (eV) = 0.591
- total charge = -1

Each line ends with the Löwdin spin population.
Cartesian coordinates (Å):
C (0.139, 0.168, -0.913)  0.0310
C (-0.793, -0.744, -0.025)  0.0042
C (-0.417, 0.667, 0.232)  0.0149
H (-0.490, -1.530, 0.687)  0.0008
H (-1.741, -1.037, -0.506)  0.0031
H (-0.987, 1.559, 0.517)  -0.0014
O (2.233, 0.839, 0.864)  0.9557
Li (2.055, 0.078, -0.855)  -0.0083

Atomic forces in eV per Å
C -1.01 0.43 2.24
C -0.32 -0.32 0.18
C -0.83 -0.49 -3.07
H 0.37 0.20 -0.29
H 0.01 0.14 0.14
H 0.87 -0.22 0.36
O 0.66 -0.33 -0.55
Li 0.26 0.59 0.99